Entry 1:
Molecular formula: C15H21F10IO5S
Method: DFT, ωB97M-V/def2-TZVPD

Calculated values
**Structure (SMILES)**: C[C@H](I)CC(=O)O[C@@H](CCC(F)(F)C(F)(F)C(F)(F)C(F)(F)F)S(=O)(=O)F.CCOCC
**Calculated total energy**: -2654.887578 hartree
**Frontier orbital gap**: 10.00 eV
**Net charge**: 0

Structure (XYZ):
```
53
C15H21F10IO5S ωB97M-V/def2-TZVPD
C -2.49 1.25 0.18
C -3.38 0.09 -0.31
I -2.53 -1.87 -0.04
C -3.83 0.23 -1.77
C -2.72 0.64 -2.73
O -2.82 1.63 -3.33
O -1.63 -0.19 -2.83
C -0.55 0.45 -3.44
C 0.79 -0.30 -3.20
C 1.10 -0.59 -1.71
C 1.57 -2.05 -1.59
F 2.44 -2.32 -2.58
F 0.50 -2.83 -1.82
C 2.31 -2.38 -0.25
F 2.55 -1.27 0.44
F 3.51 -2.88 -0.53
C 1.61 -3.37 0.71
F 2.18 -3.19 1.92
F 0.34 -3.11 0.89
C 1.83 -4.88 0.40
F 1.01 -5.54 1.20
F 3.04 -5.29 0.66
F 1.52 -5.20 -0.84
S -0.76 0.55 -5.28
O -1.02 1.87 -5.69
O -1.73 -0.41 -5.65
F 0.65 0.14 -5.87
H -3.05 1.81 0.93
H -2.22 1.97 -0.60
H -1.55 0.91 0.63
H -4.29 0.10 0.29
H -4.36 -0.66 -2.14
H -4.58 1.03 -1.80
H -0.45 1.45 -3.02
H 0.72 -1.21 -3.81
H 1.60 0.30 -3.60
H 0.23 -0.46 -1.06
H 1.90 0.08 -1.41
C 2.06 3.76 3.70
C 0.55 3.63 3.76
O 0.04 2.57 2.97
C 0.49 1.27 3.31
C 0.12 0.84 4.72
H 2.40 3.85 2.66
H 2.39 4.65 4.25
H 2.57 2.90 4.14
H 0.09 4.54 3.37
H 0.21 3.53 4.80
H 1.57 1.18 3.14
H 0.00 0.59 2.60
H 0.63 1.44 5.47
H 0.41 -0.20 4.89
H -0.95 0.94 4.89
```

Here are the Löwdin charges for atoms 1 to 2, given in e: atom 1 (C): -0.1205, atom 2 (C): -0.7280

***

Entry 2:
Molecular formula: C37H50AlNO3P2SSi
Method: DFT, ωB97M-V/def2-TZVPD

Calculated values
**Calculated total energy**: -3333.015777 hartree
**Frontier orbital gap**: 8.87 eV
**Net charge**: +2

Structure (XYZ):
```
96
C37H50AlNO3P2SSi ωB97M-V/def2-TZVPD
Al 0.11 -0.25 0.02
C 0.48 0.83 -3.64
N 0.46 0.74 -2.19
P -0.76 1.56 -1.27
C -0.63 3.29 -1.85
C 0.12 4.23 -1.15
C 0.32 5.49 -1.69
C -0.24 5.81 -2.92
C -1.00 4.89 -3.61
C -1.21 3.63 -3.07
C -2.38 1.04 -1.88
C -2.64 -0.15 -2.56
C -3.95 -0.48 -2.88
C -4.99 0.34 -2.49
C -4.74 1.50 -1.77
C -3.44 1.85 -1.47
P 1.91 0.63 -1.25
C 2.75 2.24 -1.16
C 2.72 3.22 -2.15
C 3.42 4.40 -1.97
C 4.14 4.61 -0.81
C 4.18 3.64 0.18
C 3.50 2.45 0.00
C 3.10 -0.43 -2.08
C 3.88 0.02 -3.15
C 4.91 -0.77 -3.62
C 5.19 -1.99 -3.00
C 4.44 -2.42 -1.93
C 3.39 -1.65 -1.47
H -0.44 0.42 -4.04
H 1.31 0.23 -4.03
H 0.58 1.86 -3.99
H 0.57 3.98 -0.20
H 0.92 6.22 -1.16
H -0.09 6.80 -3.34
H -1.44 5.14 -4.56
H -1.82 2.91 -3.61
H -1.83 -0.81 -2.84
H -4.15 -1.38 -3.43
H -6.01 0.08 -2.75
H -5.55 2.13 -1.46
H -3.23 2.76 -0.91
H 2.15 3.07 -3.06
H 3.40 5.15 -2.75
H 4.66 5.55 -0.66
H 4.75 3.80 1.08
H 3.54 1.66 0.74
H 3.69 0.98 -3.61
H 5.52 -0.43 -4.44
H 6.02 -2.58 -3.36
H 4.68 -3.36 -1.44
H 2.79 -1.97 -0.61
C 1.85 -0.41 3.30
C 0.47 0.13 2.96
C -0.53 -0.13 4.09
C 0.54 1.61 2.60
O 0.01 -0.55 1.74
Si -0.74 -2.16 1.62
S -0.68 -2.21 -0.53
O 0.35 -3.07 2.30
C 0.32 -4.49 2.66
C -0.52 -5.24 1.64
C -0.28 -4.57 4.05
C 1.77 -4.96 2.62
O -2.18 -2.14 2.29
C -3.54 -1.72 1.95
C -3.53 -0.25 1.54
C -4.04 -2.60 0.81
C -4.37 -1.95 3.21
H 2.22 0.06 4.21
H 2.55 -0.21 2.49
H 1.81 -1.49 3.46
H -0.24 0.43 4.97
H -0.55 -1.19 4.34
H -1.53 0.17 3.80
H 0.93 2.19 3.43
H -0.45 1.99 2.34
H 1.21 1.74 1.73
H -1.55 -4.90 1.70
H -0.49 -6.30 1.84
H -0.15 -5.07 0.64
H -1.29 -4.15 4.03
H 0.32 -4.02 4.77
H -0.34 -5.61 4.37
H 2.18 -4.85 1.62
H 1.82 -6.01 2.90
H 2.38 -4.39 3.32
H -2.79 -0.07 0.75
H -3.30 0.39 2.39
H -4.51 0.02 1.17
H -3.50 -2.38 -0.11
H -5.10 -2.42 0.65
H -3.90 -3.65 1.05
H -3.97 -1.38 4.04
H -4.37 -3.00 3.48
H -5.40 -1.64 3.03
```

Here are the Löwdin charges for atoms 1 to 2, given in e: atom 1 (Al): -0.1571, atom 2 (C): -0.0910

***

Entry 3:
Molecular formula: F8N4O16PtS8
Method: DFT, ωB97M-V/def2-TZVPD

Calculated values
**Spin multiplicity**: 3
**Calculated total energy**: -5526.567120 hartree
**Frontier orbital gap (spin up / spin down)**: 8.84 / 6.77 eV
**Net charge**: -2

Structure (XYZ):
```
37
F8N4O16PtS8 ωB97M-V/def2-TZVPD
Pt -17.13 -11.71 8.65
N -18.29 -13.01 9.85
S -18.65 -14.55 9.98
O -20.03 -14.89 9.94
O -17.80 -15.24 10.89
F -18.13 -14.96 8.55
S -19.09 -12.48 11.22
O -18.49 -12.88 12.45
O -20.47 -12.20 11.09
F -18.53 -10.97 11.05
N -21.49 -11.60 8.39
S -20.48 -10.42 7.99
O -20.87 -9.42 7.07
O -19.08 -10.75 8.14
F -20.71 -9.58 9.34
S -21.37 -12.49 7.06
O -20.13 -13.19 6.91
O -22.00 -11.95 5.90
F -22.40 -13.63 7.52
N -16.14 -9.86 8.54
S -14.67 -9.51 9.28
O -14.32 -8.17 9.50
O -13.68 -10.46 8.93
F -15.06 -10.00 10.74
S -16.19 -8.63 7.54
O -15.03 -8.40 6.74
O -17.06 -7.59 7.98
F -17.06 -9.35 6.41
N -17.60 -12.73 4.03
S -16.54 -12.56 5.24
O -17.06 -12.35 6.58
O -15.24 -12.07 4.94
F -16.36 -14.14 5.38
S -18.21 -11.24 3.95
O -17.35 -10.29 3.32
O -19.04 -10.90 5.04
F -19.23 -11.60 2.76
```

Here are the Löwdin charges for atoms 1 to 2, given in e: atom 1 (Pt): 1.3518, atom 2 (N): -0.4396